Computed, not measured: a cluster of 13 separate species, C37H105F3N8O18S in total at a distorted geometry, with ωB97M-V with the def2-TZVPD basis set.

Properties
Energy relative to the best compared isomer or geometry (same formula, charge and spin) in kJ/mol: 38.6
LUMO in eV: -0.39
HOMO in eV: -8.869
Kohn-Sham gap in eV: 8.48

Geometry as XYZ:
```
172
Properties=species:S:1:pos:R:3:forces:R:3
N 9.806269 9.305731 4.970470 1.3317 -0.3196 -1.4992
H 10.339981 9.299735 5.858925 0.3059 0.3339 -0.0759
H 10.077343 8.568638 4.324028 0.1116 -0.1775 0.2513
H 9.909482 10.204241 4.499004 0.2664 0.0133 0.4292
H 8.804058 9.235387 5.190360 -0.3849 -0.4782 0.0512
C 12.361651 8.910997 9.410936 -0.2274 0.9074 -0.6895
F 12.782159 9.388036 10.584677 0.2083 -0.4122 -0.0760
F 13.367331 8.405519 8.693680 0.5159 0.2750 0.3152
F 11.520005 7.912497 9.596034 -0.6469 -0.1846 0.4072
S 11.580714 10.315609 8.453405 0.5834 -0.0954 -0.2806
O 10.425239 10.735727 9.216704 0.0734 -0.2107 -0.1842
O 12.642348 11.323834 8.359455 -0.8139 -1.0229 -0.0398
O 11.259630 9.636302 7.187957 0.3871 0.3683 0.6470
C 14.284077 11.701038 14.341551 -0.5649 -0.5350 0.5235
C 12.875248 11.770614 13.773950 -0.8388 0.0565 0.6432
O 11.955071 11.451964 14.822965 0.4562 0.0513 -0.1723
O 15.207948 12.030406 13.323082 0.2409 0.1855 0.2674
H 14.450466 10.708511 14.777386 0.0570 -0.3364 -0.6173
H 14.401616 12.289332 15.256230 -0.0328 0.7932 -0.4707
H 12.777847 11.068175 12.939748 0.1148 -0.1328 -0.0400
H 12.601820 12.759106 13.395959 0.4908 0.1869 -0.1049
H 11.040945 11.619923 14.523588 0.3199 -0.3099 -0.0045
H 15.650754 11.217987 13.025644 -0.0781 -0.1311 -0.0504
C 6.947372 10.372719 5.856536 0.1338 0.6937 1.9055
C 7.979586 11.069154 6.719133 0.9410 0.8713 0.2339
O 9.087679 11.440779 5.907043 -0.3553 0.4365 0.5186
O 7.386992 9.045353 5.555932 -1.1214 -0.2120 -0.4304
H 6.812643 10.945871 4.943847 -0.1491 -0.3086 -0.1495
H 6.051092 10.358095 6.481484 -0.3425 -0.2108 -0.5440
H 8.327872 10.474254 7.572190 -0.0524 -0.7059 -0.2069
H 7.617506 11.949186 7.264716 -0.5549 0.1564 -0.5552
H 9.614710 12.112652 6.417774 -0.1752 0.3098 -0.2924
H 7.263209 8.473061 6.317511 -0.1269 0.0300 0.1855
C 8.721637 10.411831 13.274005 0.4386 -0.2334 -0.3296
C 9.227487 10.411131 11.824559 -0.7711 0.6578 0.2140
O 8.332109 9.621793 11.040138 0.3749 -0.1544 0.2474
O 9.400285 11.449376 13.986771 -0.2707 0.2913 -0.0498
H 8.954035 9.459544 13.756025 -0.1002 -0.0790 -0.0363
H 7.645889 10.576666 13.328765 -0.0267 -0.0475 -0.2682
H 10.276842 10.114886 11.775354 -0.0402 -0.4634 0.0050
H 9.212122 11.431859 11.436507 -0.0310 0.1726 0.2119
H 8.560751 9.788223 10.119247 0.2052 -0.0225 0.0288
H 8.761409 11.912777 14.532739 0.0583 0.0277 0.0471
C 13.827023 14.370329 10.931657 1.1536 -1.1692 -0.1278
C 14.903468 13.964185 9.887764 -0.7634 -0.7073 0.5472
O 14.328838 13.622618 8.635325 0.2757 0.7690 -0.2344
O 14.471794 14.571563 12.165822 -0.0639 1.1090 0.4344
H 13.108720 13.552698 11.061247 -0.2085 -0.0231 -0.4127
H 13.300225 15.263812 10.599548 0.0597 0.1589 0.2249
H 15.453919 13.093905 10.264276 -0.0905 -0.0852 0.2929
H 15.664686 14.739797 9.816713 -0.2957 0.2765 -0.4968
H 13.766001 12.846911 8.742517 -0.0742 -0.1066 0.1078
H 14.702270 13.742374 12.607749 -0.0110 -0.2408 -0.4043
C 12.986811 6.572832 16.666591 -0.2697 -0.6568 -0.4150
C 12.799840 7.715387 15.703868 0.4248 0.2710 -0.9744
C 11.832513 7.392534 14.564616 -1.4781 1.1894 -0.0859
O 12.371173 6.513898 13.629401 0.9236 -1.1482 0.5864
C 11.559657 6.154664 12.546102 -1.0727 1.7073 0.5278
N 12.411792 8.931330 16.431619 0.4529 0.0575 -0.4517
H 12.021843 6.156053 16.964317 -0.0255 0.1583 0.1904
H 13.538267 6.873793 17.555883 0.0910 -0.0418 -0.0415
H 13.509610 5.776641 16.132301 0.1435 -0.0654 0.2710
H 13.740625 7.854563 15.149988 0.2396 0.0870 0.2218
H 11.539692 8.297512 14.003091 0.3773 0.4231 0.2429
H 10.854438 7.093373 14.975208 0.1199 -0.6684 0.0668
H 10.560202 5.811302 12.848473 0.3869 -1.1003 0.2628
H 12.149166 5.514075 11.901438 -0.3209 -0.1549 -0.1067
H 11.203829 7.076506 12.059366 0.6807 0.0946 -0.6356
H 13.220046 9.134270 17.015502 -0.2563 -0.0357 0.3933
H 12.420403 9.730081 15.791278 -0.4980 -0.1647 0.0259
C 8.934766 2.101133 8.438876 0.1458 0.1676 -2.0750
C 10.097931 3.097666 8.398083 -1.1887 0.0873 1.1788
C 9.832008 4.315192 7.514893 0.0398 -0.1563 -1.1194
O 10.942419 5.187435 7.597789 -0.2958 0.6005 1.0885
C 10.950703 6.347640 6.801441 -0.0115 -0.3491 -0.6579
N 10.278419 3.478528 9.800756 1.1837 0.4574 0.0000
H 8.004328 2.567562 8.761690 0.0683 -0.0786 0.3660
H 9.171269 1.179283 8.961175 0.0383 0.2701 0.4342
H 8.766816 1.797014 7.397626 -0.2570 -0.1147 0.0449
H 10.964549 2.579423 7.985895 0.2663 0.0948 0.3837
H 8.889780 4.814453 7.767277 0.0190 0.1244 0.3029
H 9.751161 4.011558 6.462027 -0.1715 -0.1928 -0.0509
H 10.112934 7.021839 6.997495 -0.1615 -0.1001 0.1429
H 10.975037 6.053442 5.744952 -0.2790 0.0474 -0.1308
H 11.871487 6.907183 6.956358 0.0269 -0.1608 0.4142
H 9.421210 3.835068 10.207157 -0.2090 -0.1887 -0.1868
H 10.929478 4.258626 9.857679 0.0880 -0.1224 0.0661
C 11.994673 16.025109 2.010393 -0.0378 -0.2339 0.6447
C 11.656672 15.422604 3.402811 0.5558 -0.0151 -1.5008
C 12.806650 14.520456 3.852135 -0.4824 0.4602 -0.6453
O 12.417519 13.680581 4.906346 0.1384 -0.1474 0.0266
C 13.476353 12.842778 5.355395 -0.3653 -0.4812 0.1431
N 11.345115 16.451233 4.360766 -0.6284 -0.1142 0.5778
H 11.150384 16.582608 1.607532 -0.0579 0.0362 0.1620
H 12.188206 15.190567 1.336018 0.1811 0.1515 -0.1398
H 12.854976 16.696239 2.042468 0.1078 -0.0821 -0.0119
H 10.797622 14.795250 3.143134 -0.2716 -0.0049 0.7797
H 13.588969 15.228040 4.156414 0.4453 -0.4198 -0.0423
H 13.093427 13.881789 3.007382 0.4141 0.1730 0.0179
H 13.015957 11.959727 5.802539 -0.0456 0.1700 0.3488
H 14.088003 13.359223 6.096717 0.1700 -0.0525 -0.0728
H 14.074885 12.428577 4.538740 0.1185 0.4408 -0.1991
H 12.035099 17.191250 4.402253 0.1442 -0.0881 -0.2645
H 11.326038 16.028624 5.284013 -0.1372 0.1703 0.0465
C 9.176498 15.434408 7.241242 0.3703 0.4565 0.2963
C 10.382488 14.699071 7.864488 -1.0579 1.0313 0.4298
C 10.092330 14.442087 9.353415 -0.8164 -0.4862 -0.6120
O 9.548102 15.565304 10.019283 0.9371 0.9645 -0.2509
C 9.606362 15.462944 11.419968 0.3397 -1.2236 0.4028
N 10.572763 13.439091 7.170806 1.1933 -1.4936 0.1256
H 8.966255 16.350107 7.796152 0.1759 0.0748 -0.0869
H 8.255853 14.851768 7.310533 0.1805 -0.3498 -0.0129
H 9.340547 15.697843 6.196196 0.0356 -0.0978 -0.0185
H 11.303872 15.289060 7.821737 -0.1374 0.2890 -0.1871
H 10.999418 14.045361 9.814806 -0.0302 0.0490 0.3331
H 9.297678 13.684004 9.344041 0.2163 -0.4738 0.2592
H 8.938001 14.641742 11.704975 -0.2001 0.2153 0.4404
H 9.393905 16.379210 11.965835 -0.5268 0.2137 -0.6066
H 10.593935 15.173756 11.803053 0.2008 -0.0746 -0.3828
H 11.344952 13.526279 6.503465 -0.6438 0.4610 -0.3080
H 11.025961 12.757380 7.788646 -0.3529 0.3570 0.3765
C 20.084274 10.638424 13.069244 0.6348 0.4299 0.2242
C 18.569789 10.799503 13.031969 0.7890 1.6421 0.3568
C 17.822065 9.499482 12.810973 0.4736 0.1118 1.3530
O 16.456568 9.664400 12.433969 0.6551 0.5291 -0.6299
C 16.369903 10.000376 11.042531 -0.6345 -0.8121 -0.0266
N 18.248014 11.459537 14.327110 -1.1486 -0.4525 -0.2542
H 20.591497 10.545109 12.107468 -0.2816 -0.7148 -0.0507
H 20.381494 9.908519 13.825332 -0.0535 -0.4991 -0.4466
H 20.568467 11.532693 13.474488 -0.4555 0.3017 -0.0154
H 18.312981 11.535547 12.259852 0.0598 -0.3559 -0.4463
H 17.814146 8.996684 13.781636 -0.1395 -0.1078 -0.0242
H 18.433385 8.873142 12.155944 -0.5328 -0.0776 -0.5141
H 15.339871 10.283781 10.825369 0.0231 0.2026 0.1869
H 16.550274 9.089811 10.464815 0.2665 0.0873 -0.1414
H 17.049820 10.793374 10.733778 0.0429 0.0255 0.1159
H 17.244376 11.638301 14.294131 -0.0108 -0.0942 0.3803
H 18.612655 12.406530 14.307591 0.3401 -0.0943 -0.0312
C 16.722877 8.935193 4.070559 0.8816 0.0609 -0.1147
C 15.761779 8.373082 5.089952 -0.9972 -0.3837 -1.0215
C 15.319639 9.453188 6.043303 -0.1226 0.7876 -0.1088
O 16.427944 10.052819 6.677511 -0.0813 0.0745 0.0903
C 16.060172 11.000953 7.664615 0.4370 -0.4372 0.4842
N 14.588626 7.879535 4.326081 0.1908 -0.2041 0.4714
H 17.646784 9.243716 4.559730 0.0264 0.0385 -0.1044
H 16.320043 9.812008 3.554449 -0.2304 0.1199 0.3073
H 16.965710 8.244622 3.261820 -0.0294 -0.3280 0.2755
H 16.132361 7.490261 5.614038 0.4222 0.2131 0.0567
H 14.546434 9.121276 6.745330 0.2529 -0.2519 0.2092
H 14.816397 10.202614 5.412805 -0.0459 0.1742 0.0248
H 16.949536 11.559903 7.955946 0.0684 0.1090 -0.3370
H 15.764805 10.473498 8.576061 -0.4405 -0.0037 -0.0386
H 15.275520 11.695091 7.369028 -0.0236 -0.0738 -0.2213
H 13.832770 7.695654 4.978146 -0.1657 -0.0222 -0.2187
H 14.293875 8.566285 3.642437 -0.1088 0.1010 0.1304
C 14.999518 5.379237 8.046154 0.3169 0.9942 -0.1347
C 14.498994 3.950387 7.795430 0.2756 1.1486 0.6979
C 14.289827 3.156101 9.105773 0.6876 0.3690 -0.8736
O 15.515968 3.248922 9.826602 -0.8270 -0.7794 -0.3951
C 15.491511 2.517933 11.034121 0.1339 0.0620 0.0508
N 13.307644 4.028613 6.952992 0.0224 -0.1091 0.7139
H 14.942935 5.947717 7.112398 -0.1012 -0.1817 -0.1262
H 16.037085 5.495591 8.364868 0.0641 -0.6623 -0.0153
H 14.478234 6.004535 8.777303 -0.5774 -0.4972 0.1016
H 15.312350 3.485308 7.235193 -0.1283 -0.3908 0.0352
H 14.027070 2.145358 8.766926 0.3879 -0.4046 0.3990
H 13.442816 3.463511 9.728237 -0.0511 0.5349 -0.0860
H 16.533225 2.289101 11.257306 -0.0916 0.1388 0.3727
H 14.951587 1.566820 10.980099 -0.0290 0.0030 -0.3444
H 15.005616 3.110886 11.815605 0.2207 -0.0169 0.1691
H 12.592145 4.563765 7.471458 0.5369 -0.5876 -0.5392
H 12.940658 3.084485 6.864170 -0.1477 0.0541 -0.1919
```
Positions in Å, forces in eV/Å.

Atom charges from the Löwdin analysis, given in e for atoms 1 to 5: number 1, N, carries 0.25; number 2, H, carries 0.05; number 3, H, carries 0.14; number 4, H, carries 0.13; number 5, H, carries 0.02